1.
ORCA calculation (ωB97M-V/def2-TZVPD) on the molecule C5H10N4O2.

Properties
ΔE to the lowest compared entry with this formula, charge and spin ... 583.00 kJ/mol
HOMO level ... -8.899 eV
HOMO-LUMO gap ... 7.93 eV

Geometry (Å):
C -1.989 -0.039 -1.620
C 0.413 1.249 0.247
C 1.196 -0.592 1.650
C 1.875 -0.516 -0.777
C 1.568 0.309 0.466
N -0.900 0.924 -1.742
N -0.288 1.223 -0.775
N -1.957 -0.818 -0.470
N -2.241 -0.193 0.636
O -2.473 1.031 0.603
O -2.214 -0.827 1.677
H -2.871 0.630 -1.677
H -1.950 -0.656 -2.518
H 0.195 1.999 0.995
H 1.109 -0.020 2.570
H 1.966 -1.349 1.779
H 0.249 -1.098 1.472
H 2.033 0.125 -1.644
H 1.059 -1.204 -0.988
H 2.778 -1.097 -0.616
H 2.439 0.917 0.732

Cartesian forces (eV/Å) of the 2 atoms listed first:
C -1.309 -0.060 0.744
C 0.748 0.413 0.782

***

2.
ORCA calculation (ωB97M-V/def2-TZVPD) on the molecule C2H3N3OS.

Properties
ΔE to the lowest compared entry with this formula, charge and spin ... 502.45 kJ/mol
HOMO level (alpha / beta) ... -7.759 / -7.760 eV
HOMO-LUMO gap (alpha / beta) ... 7.93 / 7.93 eV

Geometry (Å):
C -0.215 0.055 0.025
C 0.647 0.265 1.038
N 0.309 -0.839 -0.869
N 1.784 -0.434 0.749
N 1.567 -1.165 -0.406
O 3.222 -2.871 1.547
S 1.707 -2.173 1.241
H -1.175 0.398 -0.244
H 0.745 0.843 1.891
H 0.021 -0.813 -1.901

Cartesian forces (eV/Å) of the 2 atoms listed first:
C -0.319 0.329 0.603
C -1.193 0.066 -1.652

***

3.
ORCA calculation (ωB97M-V/def2-TZVPD) on a structure of composition C30H40As2Cl2LiN3O13.

Properties
ΔE to the lowest compared entry with this formula, charge and spin ... 183.11 kJ/mol
HOMO level ... -8.831 eV
HOMO-LUMO gap ... 7.17 eV

Geometry (Å):
Li 0.201 2.353 2.093
O 2.297 3.509 4.957
Cl 1.367 2.991 4.015
O 0.497 1.981 4.581
O 0.525 4.031 3.425
O 2.067 2.364 2.863
C 4.054 -3.977 4.733
O 3.914 -2.669 5.287
C 3.005 -1.790 4.858
O 3.119 -0.624 5.124
C 1.850 -2.174 3.958
C 0.925 -3.093 4.249
As -0.662 -3.415 3.082
C -1.704 -1.908 3.770
C 0.355 -2.458 1.682
C 0.286 -1.127 1.453
As 1.697 -0.557 2.775
C 3.430 -0.480 1.914
C -0.851 -0.227 1.378
O -0.910 0.916 1.798
O -1.904 -0.623 0.619
C -2.121 -1.978 0.216
C 1.490 -3.235 1.050
O 2.208 -2.828 0.174
O 1.535 -4.491 1.522
C 2.542 -5.325 0.929
C 0.982 -3.796 5.584
O 1.128 -3.184 6.603
O 0.819 -5.135 5.636
C 0.910 -5.956 4.468
H 4.264 -4.647 5.563
H 4.896 -3.971 4.040
H 3.162 -4.306 4.211
H -2.119 -2.227 4.726
H -2.532 -1.692 3.095
H -1.109 -1.009 3.927
H 3.736 -1.450 1.532
H 4.133 -0.086 2.647
H 3.329 0.227 1.092
H -2.968 -1.936 -0.463
H -2.380 -2.605 1.068
H -1.254 -2.390 -0.300
H 2.446 -6.288 1.420
H 3.532 -4.901 1.094
H 2.372 -5.422 -0.142
H 1.362 -6.888 4.799
H 1.532 -5.496 3.702
H -0.080 -6.149 4.060
C -2.819 5.240 -2.723
C -3.053 4.142 -3.765
C -2.700 4.683 -5.154
C -4.550 3.805 -3.753
C -2.214 2.871 -3.431
O -2.695 2.279 -2.226
C -2.260 1.853 -4.594
C -1.969 0.391 -4.222
C -0.530 0.016 -3.961
C 0.447 0.116 -4.949
C 1.766 -0.219 -4.688
C 2.117 -0.667 -3.423
Cl 3.773 -1.085 -3.093
C 1.171 -0.786 -2.421
C -0.144 -0.442 -2.707
C -0.721 3.201 -3.174
N -0.332 3.470 -1.802
C -0.264 2.610 -0.790
N 0.268 3.189 0.271
C 0.485 4.461 -0.160
N 0.142 4.678 -1.405
H -3.538 6.046 -2.882
H -1.821 5.673 -2.789
H -2.951 4.863 -1.709
H -3.222 5.627 -5.316
H -3.002 4.003 -5.952
H -1.634 4.886 -5.268
H -5.113 4.676 -4.091
H -4.910 3.584 -2.746
H -4.817 2.977 -4.412
H -3.637 2.099 -2.323
H -1.566 2.193 -5.369
H -3.250 1.872 -5.055
H -2.357 -0.237 -5.029
H -2.546 0.140 -3.331
H 0.178 0.464 -5.940
H 2.522 -0.139 -5.457
H 1.457 -1.138 -1.436
H -0.890 -0.516 -1.927
H -0.423 4.078 -3.743
H -0.102 2.375 -3.514
H -0.593 1.592 -0.866
H 0.927 5.222 0.460

Cartesian forces (eV/Å) of the 2 atoms listed first:
Li -0.072 0.373 -0.302
O -0.248 -0.072 -0.262

***

4.
ORCA calculation (ωB97M-V/def2-TZVPD) on a structure of composition C21H61N9O4P3Zr.

Properties
Charge ... +3
HOMO level ... -14.639 eV
HOMO-LUMO gap ... 1.77 eV

Geometry (Å):
Zr -1.233 0.271 -4.128
C 0.059 -1.766 -0.935
C -0.881 -2.394 -1.974
C -2.071 -3.102 -1.344
O -1.302 -1.541 -2.989
H -0.506 -1.120 -0.253
H 0.766 -1.125 -1.469
H 0.592 -2.466 -0.297
H -0.289 -3.243 -2.342
H -2.970 -3.153 -1.956
H -2.439 -2.626 -0.416
H -1.858 -4.069 -0.880
O 5.378 1.356 0.654
P 4.674 2.545 0.138
N 4.254 2.432 -1.465
C 3.193 1.456 -1.785
C 5.269 2.504 -2.545
N 5.684 3.912 0.193
C 7.059 3.792 0.686
C 5.206 5.262 -0.057
N 3.333 3.015 1.012
C 3.305 2.809 2.456
C 2.201 3.699 0.415
H 2.536 2.021 -2.460
H 2.623 0.984 -0.991
H 3.647 0.674 -2.402
H 5.465 1.458 -2.782
H 6.190 2.999 -2.256
H 4.827 3.017 -3.399
H 7.674 3.246 -0.036
H 7.563 4.751 0.774
H 7.009 3.323 1.671
H 5.988 6.008 0.028
H 4.732 5.361 -1.037
H 4.483 5.475 0.743
H 4.205 2.313 2.816
H 3.304 3.746 3.021
H 2.396 2.259 2.684
H 2.424 3.924 -0.629
H 1.864 4.588 0.943
H 1.362 2.998 0.292
O 2.597 -4.896 3.264
P 1.809 -3.666 3.307
N 2.380 -2.427 2.303
C 1.665 -1.142 2.262
C 3.137 -2.799 1.105
N 1.691 -2.996 4.841
C 1.338 -3.946 5.900
C 2.555 -1.901 5.284
N 0.185 -3.870 2.777
C 0.065 -4.782 1.660
C -0.965 -3.698 3.629
H 2.360 -0.348 1.996
H 1.144 -0.986 3.200
H 0.967 -1.060 1.418
H 3.812 -1.990 0.836
H 2.457 -3.255 0.380
H 3.798 -3.636 1.349
H 2.007 -4.775 6.159
H 1.121 -3.408 6.820
H 0.450 -4.485 5.564
H 2.903 -2.001 6.308
H 3.472 -1.887 4.690
H 2.071 -0.929 5.163
H 0.209 -5.832 1.936
H -0.921 -4.713 1.196
H 0.778 -4.489 0.886
H -1.091 -4.586 4.263
H -1.900 -3.495 3.108
H -0.810 -2.852 4.302
O -3.280 0.694 -3.406
P -4.684 0.830 -2.818
N -4.595 1.373 -1.246
C -5.692 2.119 -0.586
C -3.630 0.706 -0.403
N -5.528 -0.577 -2.798
C -6.450 -1.005 -1.746
C -5.344 -1.512 -3.944
N -5.510 2.023 -3.617
C -4.755 3.241 -3.940
C -6.732 1.766 -4.377
H -5.743 3.060 -1.127
H -5.456 2.293 0.460
H -6.664 1.631 -0.619
H -2.946 0.049 -0.950
H -4.084 0.095 0.383
H -2.918 1.367 0.109
H -7.118 -1.728 -2.213
H -6.022 -1.500 -0.874
H -7.135 -0.212 -1.449
H -4.274 -1.694 -4.063
H -5.813 -2.452 -3.678
H -5.755 -1.108 -4.868
H -3.995 3.026 -4.699
H -5.412 4.000 -4.356
H -4.300 3.638 -3.032
H -7.096 2.696 -4.805
H -7.522 1.369 -3.739
H -6.547 1.070 -5.201

Cartesian forces (eV/Å) of the 2 atoms listed first:
Zr -3.587 -3.953 3.989
C -0.796 1.147 -0.240

***

5.
ORCA calculation (ωB97M-V/def2-TZVPD) on a structure of composition C20H25Cl3GeNPdSSi.

Properties
<S²> ... 0.806
Spin multiplicity ... 2
Charge ... -2
ΔE to the lowest compared entry with this formula, charge and spin ... 118.85 kJ/mol
HOMO level (alpha / beta) ... -0.158 / -1.899 eV
HOMO-LUMO gap (alpha / beta) ... 4.62 / 6.35 eV

Geometry (Å):
Pd -0.442 0.193 -1.865
C 3.339 -2.019 4.616
C 2.927 -1.939 3.134
C 1.733 -3.121 2.976
C 4.238 -2.267 2.415
C 2.455 -0.658 2.720
C 2.362 0.310 3.729
C 1.896 1.589 3.393
C 1.396 1.825 2.194
S 0.632 3.183 1.475
C 0.344 2.380 -0.069
N 0.888 1.079 -0.068
C 1.368 0.737 1.111
C 1.821 -0.594 1.507
C -0.731 2.806 -0.889
C -1.010 4.178 -0.846
C -1.592 4.837 -1.930
C -1.908 4.289 -3.167
C -1.355 2.852 -3.287
C -0.753 2.205 -2.322
H 4.123 -2.732 4.493
H 2.500 -1.822 5.145
H 4.079 -1.187 4.657
H 1.977 -4.200 2.610
H 1.018 -2.737 2.272
H 1.053 -2.842 3.682
H 5.007 -3.508 2.541
H 5.016 -1.480 3.223
H 4.279 -2.370 1.316
H 2.316 -0.075 4.753
H 1.687 2.131 4.331
H 2.023 -1.219 0.795
H -0.920 4.584 0.221
H -1.614 5.970 -1.955
H -2.735 4.567 -3.675
H -1.602 2.526 -4.301
Cl -0.913 -3.794 -0.365
Ge 0.059 -2.365 -1.798
Cl -0.692 -3.263 -3.832
Cl 2.008 -3.366 -1.774
C -3.062 -0.645 -4.716
Si -2.703 -0.124 -2.848
C -3.642 -1.627 -1.713
C -3.754 1.406 -2.077
H -4.143 -0.807 -5.138
H -2.823 -1.766 -4.303
H -2.198 0.076 -4.829
H -3.354 -1.575 -0.735
H -3.306 -2.363 -2.441
H -4.780 -1.838 -2.223
H -5.098 0.930 -2.641
H -3.734 2.378 -2.503
H -3.685 1.272 -0.996

Cartesian forces (eV/Å) of the 2 atoms listed first:
Pd -0.433 -0.452 -1.020
C 3.691 1.736 -3.982

***

6.
ORCA calculation (ωB97M-V/def2-TZVPD) on the ion C7H13O3 with charge +1.

Properties
Charge ... +1
ΔE to the lowest compared entry with this formula, charge and spin ... 107.69 kJ/mol
HOMO level ... -13.640 eV
HOMO-LUMO gap ... 9.17 eV

Geometry (Å):
C -1.381 -0.167 1.092
C 1.897 -0.028 0.734
C -1.449 0.901 -1.111
C 1.433 0.017 -0.500
C -1.729 -1.251 2.052
C 1.449 -1.154 -1.387
C 1.046 1.338 -1.018
O -0.779 0.942 1.634
O -1.730 -0.130 -0.188
O -0.347 1.658 -0.652
H 2.285 -0.964 1.037
H 1.927 0.761 1.502
H -2.279 1.588 -1.178
H -1.205 0.307 -2.069
H -1.172 -1.054 2.890
H -1.622 -2.256 1.570
H -2.773 -1.148 2.380
H 1.610 -0.801 -2.344
H 0.548 -1.645 -1.364
H 2.191 -1.818 -1.148
H 0.998 1.301 -2.127
H 1.652 2.044 -0.653
H -0.571 1.560 0.849

Cartesian forces (eV/Å) of the 2 atoms listed first:
C 0.633 4.591 -0.165
C 0.199 0.045 0.923

***

7.
ORCA calculation (ωB97M-V/def2-TZVPD) on a cluster of 2 separate species, C3H10N2O2 in total.

Properties
ΔE to the lowest compared entry with this formula, charge and spin ... 115.37 kJ/mol
HOMO level ... -9.371 eV
HOMO-LUMO gap ... 10.19 eV

Geometry (Å):
N -0.386 1.712 1.180
C 0.615 0.939 0.501
C 0.564 -0.471 1.044
N 0.941 -1.481 0.037
H -0.362 2.656 0.804
H -1.276 1.291 0.958
H 1.621 1.389 0.615
H 0.589 0.821 -0.571
H -0.484 -0.622 1.325
H 1.091 -0.612 2.003
H 0.738 -2.430 0.403
H 1.955 -1.413 -0.027
O -2.052 -0.108 -0.689
C -1.496 -0.192 -1.742
O -0.342 -0.802 -2.046
H -1.905 0.458 -2.554
H 0.189 -1.135 -1.241

Cartesian forces (eV/Å) of the 2 atoms listed first:
N 0.228 0.664 -0.300
C 1.841 -0.462 0.192

***

8.
ORCA calculation (ωB97M-V/def2-TZVPD) on the ion C4H8FN2 with charge +1.

Properties
Charge ... +1
ΔE to the lowest compared entry with this formula, charge and spin ... 298.22 kJ/mol
HOMO level ... -14.564 eV
HOMO-LUMO gap ... 9.87 eV

Geometry (Å):
C -0.275 -1.320 -1.910
N -0.112 -0.409 -1.037
C -0.257 0.265 0.038
C -1.719 1.347 -0.007
F -2.412 0.690 -0.960
N 0.600 0.355 1.045
C 1.834 -0.409 1.183
H -1.132 -2.005 -1.698
H 0.468 -1.482 -2.814
H -2.190 1.233 1.089
H -1.565 2.264 -0.421
H 0.400 1.144 1.614
H 2.546 0.397 1.298
H 2.060 -1.120 0.510
H 1.753 -0.950 2.072

Cartesian forces (eV/Å) of the 2 atoms listed first:
C 0.286 0.016 0.417
N 1.076 -1.399 -1.212

***

9.
ORCA calculation (ωB97M-V/def2-TZVPD) on a structure of composition C2H4CoO4S.

Properties
<S²> ... 6.021
Spin multiplicity ... 5
Charge ... +1
ΔE to the lowest compared entry with this formula, charge and spin ... 165.17 kJ/mol
HOMO level (alpha / beta) ... -14.993 / -15.253 eV
HOMO-LUMO gap (alpha / beta) ... 9.79 / 7.09 eV

Geometry (Å):
S 0.116 0.283 2.634
O -0.400 1.649 2.278
O -1.122 -0.707 2.548
O 0.872 -0.261 1.285
C 0.610 0.543 -1.013
C -0.230 -0.532 -1.613
O -0.869 -1.343 -0.881
Co -0.527 -1.546 0.944
H 0.867 1.300 -1.770
H -0.067 1.158 -0.397
H 1.445 -0.274 -1.435
H -0.696 -0.269 -2.579

Cartesian forces (eV/Å) of the 2 atoms listed first:
S -2.376 0.532 -4.343
O 1.262 -1.577 1.399

***

10.
ORCA calculation (ωB97M-V/def2-TZVPD) on a cluster of 16 separate species, H32O16 in total.

Properties
ΔE to the lowest compared entry with this formula, charge and spin ... 436.88 kJ/mol
HOMO level ... -10.383 eV
HOMO-LUMO gap ... 9.84 eV

Geometry (Å):
O 1.390 3.145 -1.304
H 1.799 3.969 -1.424
H 0.982 3.127 -0.451
O 0.317 -0.037 0.368
H -0.201 0.775 0.224
H 0.051 -0.679 -0.303
O 2.757 0.654 -0.541
H 2.517 1.559 -0.514
H 1.933 0.288 -0.230
O 1.128 1.357 2.831
H 0.517 0.758 2.425
H 0.710 2.215 2.801
O -1.724 -3.078 -1.435
H -0.914 -3.145 -0.926
H -2.294 -2.705 -0.738
O -2.862 -1.492 0.345
H -2.479 -0.679 0.021
H -3.737 -1.554 -0.012
O -1.496 3.028 -1.888
H -0.498 2.960 -1.781
H -1.659 3.192 -2.812
O 0.552 -1.798 -2.494
H -0.327 -2.181 -2.425
H 0.570 -0.824 -2.612
O -2.366 0.580 -1.349
H -2.189 1.540 -1.424
H -3.287 0.634 -1.313
O 2.341 -2.012 2.331
H 2.823 -1.209 2.333
H 2.231 -2.080 1.366
O 2.740 -2.108 -0.446
H 3.113 -1.235 -0.311
H 2.180 -2.100 -1.261
O 0.195 -1.069 3.589
H 0.792 -1.364 2.890
H -0.509 -1.669 3.379
O 0.313 -3.269 0.598
H 0.854 -3.921 1.064
H 0.839 -2.733 0.019
O -1.685 0.579 2.288
H -2.465 0.067 2.180
H -1.219 0.010 2.872
O 0.176 0.795 -3.087
H -0.617 0.979 -2.613
H 0.764 1.583 -3.165
O -0.372 2.819 0.861
H -0.393 3.692 1.242
H -1.307 2.618 0.850

Cartesian forces (eV/Å) of the 2 atoms listed first:
O -0.528 -1.786 -1.115
H 0.877 1.793 -0.164

***

11.
ORCA calculation (ωB97M-V/def2-TZVPD) on a structure of composition C4H7NO.

Properties
ΔE to the lowest compared entry with this formula, charge and spin ... 239.41 kJ/mol
HOMO level ... -9.185 eV
HOMO-LUMO gap ... 10.11 eV

Geometry (Å):
C -1.413 -0.560 0.473
C -0.067 -0.677 -0.199
C 0.281 0.394 -1.171
N 0.833 1.398 -0.245
C 1.459 0.848 0.724
O 1.341 -0.417 1.031
H -1.267 -0.714 1.541
H -2.084 -1.355 0.115
H -1.912 0.405 0.309
H 0.340 -1.659 -0.302
H 1.032 0.080 -1.915
H -0.557 0.856 -1.720
H 2.115 1.504 1.304

Cartesian forces (eV/Å) of the 2 atoms listed first:
C 0.294 -0.054 0.264
C 0.822 -0.299 0.979

***

Repeat the first record exactly.
ORCA calculation (ωB97M-V/def2-TZVPD) on the molecule C5H10N4O2.

Properties
ΔE to the lowest compared entry with this formula, charge and spin ... 583.00 kJ/mol
HOMO level ... -8.899 eV
HOMO-LUMO gap ... 7.93 eV

Geometry (Å):
C -1.989 -0.039 -1.620
C 0.413 1.249 0.247
C 1.196 -0.592 1.650
C 1.875 -0.516 -0.777
C 1.568 0.309 0.466
N -0.900 0.924 -1.742
N -0.288 1.223 -0.775
N -1.957 -0.818 -0.470
N -2.241 -0.193 0.636
O -2.473 1.031 0.603
O -2.214 -0.827 1.677
H -2.871 0.630 -1.677
H -1.950 -0.656 -2.518
H 0.195 1.999 0.995
H 1.109 -0.020 2.570
H 1.966 -1.349 1.779
H 0.249 -1.098 1.472
H 2.033 0.125 -1.644
H 1.059 -1.204 -0.988
H 2.778 -1.097 -0.616
H 2.439 0.917 0.732

Cartesian forces (eV/Å) of the 2 atoms listed first:
C -1.309 -0.060 0.744
C 0.748 0.413 0.782